(1)
{"formula": "C9H14O", "method": "ωB97M-V/def2-TZVPD", "species": ["C", "C", "O", "H", "H", "H", "H", "H", "H", "C", "C", "C", "C", "C", "C", "C", "H", "H", "H", "H", "H", "H", "H", "H"], "coordinates": [[1.171410, -2.322876, 1.601820], [2.734160, -2.443047, 1.530567], [0.691524, -3.470667, 2.270809], [0.961785, -1.401978, 2.143521], [0.647526, -2.393287, 0.661686], [3.086375, -2.518491, 0.506437], [0.621323, -3.420026, 3.218711], [3.153419, -3.316964, 2.035122], [3.325966, -1.609555, 1.931475], [-1.498612, 3.613196, -1.657913], [-1.870892, 0.193006, -0.066801], [-0.759232, -0.478103, -0.588141], [-2.159696, 1.497202, -0.431799], [-1.223518, 2.175668, -1.221929], [0.167745, 0.241606, -1.330319], [-0.015458, 1.600240, -1.581263], [-2.442969, -0.207999, 0.768534], [-0.564443, -1.514851, -0.395625], [-2.940911, 2.092824, 0.025284], [0.956017, -0.339777, -1.791317], [-2.265617, 4.077701, -1.052288], [-1.888972, 3.518977, -2.679425], [0.743719, 2.165077, -2.107766], [-0.630649, 4.262126, -1.789380]], "forces_ev_per_a": [[1.87, -0.68, 1.36], [0.36, 0.41, -0.69], [-0.87, -0.89, -0.17], [-0.53, 0.10, -0.20], [0.48, 0.45, -0.30], [-0.07, -0.10, -0.33], [0.22, 0.51, 0.36], [-0.64, -0.14, 0.05], [-0.63, 0.19, 0.10], [-0.18, -0.84, -0.83], [-0.16, -0.02, 0.78], [-0.25, 0.93, -0.04], [1.38, 0.19, -0.10], [0.27, 1.61, 0.17], [-0.38, -0.48, -0.32], [-0.35, -0.87, -0.17], [-0.15, -0.46, -0.51], [-0.26, -0.16, 0.10], [-0.27, -0.35, -0.13], [0.43, 0.34, 0.17], [-0.03, 0.22, 0.15], [-0.25, 0.22, 0.11], [-0.11, 0.04, -0.08], [0.10, -0.21, 0.51]], "mulliken_charge": [0.2773, -1.0342, -0.5760, 0.3240, -0.1753, 0.2878, 0.2861, 0.3369, 0.2865, -1.4233, -0.4366, -0.8214, -0.5729, 1.0169, -0.4660, -0.4423, 0.3153, 0.8140, 0.2952, 0.3755, 0.3472, 0.3019, 0.3390, 0.3445], "largest_force_ev_per_a": 2.41, "smiles": "Cc1ccccc1.CCO", "homo_lumo_gap_ha": 0.3641, "e_homo_ev": -9.0, "e_above_lowest_ev": 1.114}

***

(2)
{"formula": "H24O12", "method": "ωB97M-V/def2-TZVPD", "species": ["H", "H", "H", "H", "H", "H", "H", "H", "H", "H", "H", "H", "H", "H", "H", "H", "H", "H", "H", "H", "H", "H", "H", "H", "O", "O", "O", "O", "O", "O", "O", "O", "O", "O", "O", "O"], "coordinates": [[0.811391, -0.080133, 0.829383], [0.128713, -0.087387, -0.538575], [1.359454, 1.748592, -0.029044], [0.632282, 2.619638, -0.930923], [0.725610, 0.623812, 3.507138], [0.612955, 1.835308, 4.410853], [-3.143210, -3.524501, 0.742647], [-1.888698, -3.612412, 1.698479], [3.018903, -0.885206, 1.347197], [3.444248, -0.983630, -0.088207], [-2.397131, 2.243761, -3.666755], [-1.412249, 2.748602, -2.699799], [-4.083071, 0.459848, -1.414740], [-3.909459, -0.532228, -0.303333], [-0.997532, -0.493201, -1.974259], [-0.402692, -1.599655, -2.897357], [5.058463, 1.948770, 1.784418], [3.565307, 2.627681, 1.666861], [-1.632908, -3.100225, -0.583421], [-0.614004, -1.912641, -0.153439], [2.240492, -1.745372, -3.284004], [2.129779, -0.426951, -2.313541], [-1.181261, 1.293703, 3.251602], [-2.502459, 1.336196, 3.607887], [0.378876, -0.614202, 0.139900], [0.672010, 1.702786, -0.660501], [1.015683, 1.596839, 3.589775], [-2.862369, -3.493712, 1.616435], [3.037897, -1.509011, 0.538800], [-1.489123, 2.017472, -3.426044], [-3.456859, -0.301503, -1.125455], [-0.742063, -0.670283, -2.882633], [4.545875, 2.680431, 1.366584], [-0.726024, -2.651643, -0.764162], [2.082151, -0.726651, -3.214266], [-2.018980, 1.467107, 2.852500]], "forces_ev_per_a": [[-0.64, -0.39, -0.83], [-0.96, 3.06, -3.07], [1.27, -0.17, 1.14], [-0.32, 0.29, -0.51], [0.92, 2.07, 0.09], [-0.22, 0.59, 1.01], [-0.37, -0.21, -2.42], [-1.18, 0.10, -0.63], [0.10, -1.72, -1.83], [1.41, 1.59, -2.35], [-0.07, -0.51, -0.53], [0.34, -2.05, -1.76], [1.85, -1.85, 0.33], [0.35, -0.28, 0.14], [-0.46, -0.36, -0.22], [-0.53, 1.31, 0.44], [-0.98, 0.80, -0.29], [2.81, -0.14, -0.44], [2.57, 1.53, -0.55], [-0.03, -0.05, 0.32], [-0.40, 3.04, 0.79], [-0.14, -0.39, 0.66], [1.54, 0.11, -0.46], [-2.94, -0.37, 2.64], [1.51, -2.72, 4.36], [-0.69, 0.81, -0.95], [-0.51, -2.83, -1.05], [1.44, 0.08, 3.12], [-1.09, 0.07, 4.30], [-0.36, 2.77, 2.29], [-2.13, 2.10, -0.37], [0.42, -0.96, -0.46], [-1.88, -0.67, 0.81], [-2.66, -2.31, 0.06], [0.81, -2.74, -1.50], [1.21, 0.38, -2.29]], "mulliken_charge": [0.0822, 0.3975, 0.1728, 0.2410, 0.3342, 0.3089, 0.2882, 0.3289, 0.2794, 0.2904, 0.2882, 0.2838, 0.2833, 0.3050, 0.2602, 0.2921, 0.3209, 0.3188, 0.1919, 0.4467, 0.3268, 0.2762, 0.2482, 0.2936, -0.4541, -0.5426, -0.6575, -0.6146, -0.5850, -0.5668, -0.5694, -0.5446, -0.6466, -0.5326, -0.6227, -0.5228], "largest_force_ev_per_a": 5.35, "smiles": "O.O.O.O.O.O.O.O.O.O.O.O", "homo_lumo_gap_ha": 0.3283, "e_homo_ev": -9.5, "e_above_lowest_ev": 5.109}

***

(3)
{"formula": "C10H17ClF2O6P", "method": "ωB97M-V/def2-TZVPD", "species": ["C", "P", "C", "C", "C", "Cl", "H", "H", "H", "H", "H", "H", "H", "H", "H", "H", "H", "C", "C", "O", "C", "O", "O", "F", "H", "H", "H", "C", "C", "O", "C", "O", "O", "F", "H", "H", "H"], "coordinates": [[-0.966512, 3.002562, 0.912003], [-0.782335, 1.276017, 0.502833], [-2.295779, 0.306190, 0.276569], [-3.562747, 0.806025, 0.963820], [-4.190019, 2.060071, 0.387418], [-3.193687, 1.000488, 2.712493], [-1.689476, 3.118896, 1.713216], [-1.280830, 3.549472, 0.024081], [0.003246, 3.382077, 1.233950], [0.003442, 0.658703, 1.464806], [-0.027577, 1.204158, -0.657149], [-2.459083, 0.180355, -0.793675], [-2.032671, -0.673078, 0.680867], [-4.280872, -0.009941, 0.913388], [-3.694192, 2.967319, 0.724574], [-4.161316, 2.031005, -0.703400], [-5.233078, 2.129245, 0.688149], [3.222190, -0.864682, 3.125227], [4.582866, -0.832823, 2.442190], [4.233632, -0.989116, 1.071703], [2.952326, -0.657063, 0.880065], [2.436157, -0.561147, -0.189654], [2.335651, -0.441292, 2.072450], [5.364217, -1.858434, 2.814610], [2.980577, -1.889757, 3.406304], [3.126899, -0.194811, 3.972531], [5.140004, 0.098309, 2.550223], [1.249646, -1.542415, -3.075567], [-0.111834, -1.847790, -2.484011], [-0.909171, -2.093648, -3.594903], [-0.098640, -2.434572, -4.664061], [-0.497536, -2.845991, -5.690204], [1.192500, -2.240250, -4.317902], [-0.624300, -0.749263, -1.819253], [1.330986, -0.470437, -3.266506], [2.090263, -1.880646, -2.480610], [-0.152963, -2.693741, -1.796576]], "forces_ev_per_a": [[0.04, 0.17, -0.03], [-0.05, -0.02, 0.02], [-0.08, -0.02, -0.08], [0.03, -0.11, -0.01], [-0.02, 0.09, -0.05], [-0.04, 0.03, 0.13], [0.01, 0.05, 0.05], [-0.07, 0.03, 0.03], [0.01, 0.00, -0.01], [0.06, -0.05, 0.16], [0.08, -0.08, -0.11], [-0.02, 0.06, -0.01], [-0.02, -0.06, -0.09], [0.02, -0.01, 0.02], [0.04, 0.00, -0.03], [-0.02, -0.05, 0.00], [0.01, 0.01, 0.06], [0.03, -0.03, -0.07], [-0.18, 0.16, -0.08], [0.26, 0.06, -0.08], [0.09, -0.13, 0.21], [-0.37, 0.13, 0.16], [-0.03, -0.02, -0.27], [-0.01, -0.13, 0.02], [0.01, 0.01, 0.07], [-0.01, 0.05, -0.02], [0.06, -0.05, 0.06], [-0.02, 0.02, -0.06], [0.07, -0.07, -0.03], [-0.03, -0.20, -0.11], [0.02, 0.10, 0.20], [-0.02, 0.01, -0.07], [0.06, 0.03, -0.10], [0.04, 0.01, 0.01], [0.04, 0.01, 0.06], [0.00, -0.09, -0.05], [-0.01, 0.10, 0.10]], "mulliken_charge": [-1.0636, 0.4142, -0.8278, 0.0203, -1.2127, -0.1382, 0.3653, 0.4080, 0.3923, 0.1082, 0.1331, 0.5269, 0.4025, 0.4438, 0.2965, 0.3383, 0.3765, -0.4313, 0.2811, -0.3243, 0.6096, -0.4439, -0.2690, -0.2639, 0.2796, 0.2838, 0.2938, -0.2747, 0.2910, -0.3400, 0.5552, -0.4420, -0.3318, -0.2492, 0.2519, 0.2524, 0.2884], "largest_force_ev_per_a": 0.43, "homo_lumo_gap_ha": 0.3969, "e_homo_ev": -13.7, "total_charge": 1}